Here is a molecular structure, C21H20N3O3PdS2SeTe from OMol25. Energies are from wB97M-V/def2-TZVPD.

net charge: -1
DFT total energy: -130506.88538 eV
energy relative to the best compared isomer or geometry (same formula, charge and spin): 0.0 kcal/mol
frontier orbital gap: 7.077 eV

Geometry as XYZ:
```
52
Properties=species:S:1:pos:R:3:forces:R:3
Pd -0.218 1.943 -0.344 0.522 -0.253 -0.094
O 3.960 -1.955 -0.164 -0.579 0.160 -0.175
C 4.624 -0.884 0.290 0.146 0.311 0.107
C 5.964 -1.065 0.662 -0.144 0.057 -0.036
C 6.714 -0.006 1.137 -0.095 0.138 0.004
C 6.147 1.264 1.256 0.030 -0.204 -0.038
C 4.824 1.445 0.891 0.113 -0.035 0.021
C 4.041 0.398 0.408 0.062 -0.226 -0.002
C 2.616 0.724 0.052 -0.346 0.229 0.047
O 2.218 1.900 0.228 0.014 -0.449 -0.182
N 1.912 -0.321 -0.416 -0.105 -0.139 -0.067
N 0.606 -0.026 -0.805 0.673 0.462 0.337
C -0.065 -0.970 -1.315 -0.027 -0.274 -0.214
S 0.596 -2.591 -1.549 0.024 0.018 0.017
C -0.981 -3.300 -2.087 0.040 0.017 -0.110
C -1.749 -2.229 -2.841 -0.070 -0.067 -0.018
S -1.713 -0.710 -1.865 0.011 -0.214 0.150
H 3.034 -1.622 -0.394 0.343 -0.114 0.132
H 6.386 -2.057 0.561 -0.003 0.012 0.004
H 7.748 -0.168 1.417 -0.006 0.000 -0.001
H 6.731 2.096 1.627 0.008 0.001 0.003
H 4.350 2.414 0.970 -0.017 -0.017 -0.005
H -1.544 -3.631 -1.219 -0.069 -0.034 0.084
H -0.751 -4.159 -2.720 -0.042 0.016 -0.002
H -2.797 -2.503 -2.964 0.022 -0.020 -0.028
H -1.305 -2.040 -3.819 0.005 -0.034 -0.008
C -1.195 -0.930 2.133 -0.029 -0.188 -0.264
Te -1.045 1.185 2.056 0.017 0.455 -0.143
C -3.111 1.144 1.530 -0.019 0.093 -0.073
C -3.442 -0.289 1.209 -0.042 0.121 0.068
C -4.645 -0.614 0.585 0.008 -0.106 -0.026
C -4.947 -1.931 0.280 0.191 -0.111 0.061
C -4.043 -2.946 0.605 0.018 0.266 0.022
C -2.843 -2.622 1.223 -0.113 0.084 -0.041
C -2.533 -1.293 1.521 0.143 -0.253 0.082
H -1.102 -1.243 3.172 -0.061 -0.111 -0.005
H -0.372 -1.361 1.559 -0.019 -0.030 0.056
H -3.246 1.808 0.674 -0.014 -0.072 0.071
H -3.693 1.519 2.371 -0.040 -0.017 -0.024
H -5.332 0.181 0.315 0.031 -0.021 0.002
H -5.879 -2.169 -0.220 0.007 -0.015 0.008
H -4.270 -3.978 0.369 -0.011 0.005 -0.004
H -2.124 -3.399 1.463 -0.026 0.016 -0.015
Se -0.467 2.466 -2.910 -0.108 0.083 0.472
C -2.213 2.478 -2.334 -0.366 0.119 -0.028
N -3.300 2.480 -1.928 0.081 -0.003 -0.198
C 0.044 4.814 -0.394 -0.186 0.242 0.254
C -0.744 3.705 0.258 0.092 -0.540 -0.305
O -1.547 3.859 1.147 -0.122 0.607 0.073
H -0.108 5.740 0.162 0.052 0.049 -0.031
H -0.284 4.914 -1.429 -0.037 0.004 0.036
H 1.096 4.533 -0.420 0.042 -0.018 0.025
```
Positions in Å, forces in eV/Å.


Here is 2 unconnected molecules or ions with the total composition C21H21ClF3N5O2 from OMol25. Energies are from wB97M-V/def2-TZVPD.

SMILES: CNC(=O)[C@H](Cc1ccccc1)NC(C)=O.FC(F)(F)c1cc(-n2ccnn2)ccc1Cl
DFT total energy: -54338.84369 eV
frontier orbital gap: 9.155 eV

Geometry as XYZ:
```
53
Properties=species:S:1:pos:R:3:forces:R:3
O -0.322 3.058 -3.942 0.170 -0.028 0.305
O 3.537 3.199 -2.105 -0.466 -0.223 0.021
F 0.974 -0.307 4.462 0.149 0.448 -0.570
F 2.282 0.310 2.800 -1.105 -0.315 0.397
F 0.137 0.689 2.691 0.478 -0.343 0.461
Cl 3.439 -1.966 1.703 -0.444 -0.130 0.057
N -3.898 -5.184 2.007 0.311 0.860 0.297
N -2.629 -5.063 1.815 0.400 0.165 -0.017
C 0.483 2.135 -3.956 -1.191 0.884 -1.154
C 2.474 3.499 -1.569 1.056 -0.936 -0.743
C -4.365 -4.010 2.564 -0.031 -0.247 -0.114
C -3.329 -3.149 2.708 0.314 -0.173 -0.116
C -2.219 -1.042 -0.411 0.729 0.440 -0.018
C -2.343 0.312 -0.057 0.886 -0.242 -0.250
C -0.966 -1.556 -0.787 -0.105 0.862 0.237
C 1.410 -3.696 1.489 -0.497 0.182 0.163
C 0.101 -4.163 1.602 0.091 0.115 -0.029
C -0.538 -2.075 2.614 0.148 -0.148 -0.049
C -1.215 1.152 -0.080 -0.040 -1.148 -0.304
C 0.164 -0.718 -0.805 -1.069 0.350 0.270
C 1.763 -2.419 1.929 -0.411 0.212 0.223
C -0.901 -3.354 2.156 1.487 0.249 -0.187
C 0.782 -1.585 2.518 0.263 -0.847 -0.588
C 0.043 0.639 -0.452 -0.250 -0.118 -0.163
N -2.224 -3.828 2.232 -1.791 0.571 0.536
N 2.385 4.642 -0.880 -0.665 0.852 0.838
N 1.244 1.808 -2.915 0.793 0.053 1.547
C 0.654 1.294 -5.199 0.044 0.041 0.130
C 1.067 -0.208 3.110 -0.036 -0.218 -0.183
C 1.208 5.177 -0.195 0.104 -0.278 -0.384
C 1.258 1.550 -0.478 -0.063 -0.172 0.107
C 1.266 2.545 -1.648 -0.362 -0.014 -0.287
H -5.396 -3.812 2.840 0.251 -0.390 -0.207
H -3.379 -2.145 3.110 0.471 -0.216 -0.175
H -3.086 -1.689 -0.398 -0.033 -0.023 -0.010
H -3.308 0.711 0.221 -0.048 0.033 0.026
H -0.870 -2.598 -1.058 0.011 -0.056 -0.025
H 2.173 -4.333 1.050 -0.128 0.132 0.079
H -0.138 -5.161 1.244 -0.048 0.209 0.099
H -1.290 -1.434 3.061 0.133 -0.011 -0.075
H -1.318 2.193 0.188 0.023 0.122 0.039
H 1.125 -1.120 -1.090 0.133 -0.009 -0.013
H 3.230 5.193 -0.868 -0.020 -0.161 -0.073
H 1.919 1.073 -3.034 0.146 0.082 0.067
H 0.030 1.705 -5.991 0.069 -0.049 0.149
H 0.348 0.272 -4.982 0.076 -0.142 -0.107
H 1.698 1.315 -5.507 0.061 -0.163 -0.091
H 0.823 4.451 0.524 -0.057 0.097 0.056
H 0.427 5.415 -0.920 -0.063 0.049 0.130
H 1.476 6.089 0.341 0.046 -0.177 -0.099
H 2.163 0.942 -0.528 0.099 0.011 0.046
H 1.292 2.105 0.460 0.119 0.069 0.074
H 0.358 3.144 -1.584 -0.134 -0.111 -0.319
```
Positions in Å, forces in eV/Å.


Here is 2 unconnected molecules or ions with the total composition C21H21F4IN5O3 from OMol25. Energies are from wB97M-V/def2-TZVPD.

net charge: +1
DFT total energy: -54673.64517 eV
frontier orbital gap: 8.744 eV

Geometry as XYZ:
```
55
Properties=species:S:1:pos:R:3:forces:R:3
C 1.706 -3.183 0.461 0.187 -0.158 -0.101
C 1.196 -2.490 -0.784 -0.003 0.096 -0.190
N 0.002 -1.665 -0.516 0.464 0.108 0.065
N -0.274 -0.785 -1.561 -0.400 0.060 -0.284
C 0.016 0.528 -1.429 0.091 -0.096 0.018
N -0.090 1.395 -2.449 0.104 0.033 0.365
C 0.315 2.551 -1.948 -0.041 -0.154 -0.181
C 0.409 3.818 -2.719 -0.022 -0.114 -0.117
C 1.857 4.264 -2.841 0.431 -0.244 0.129
O 2.769 3.505 -2.912 -0.279 0.185 -0.010
I 2.148 6.364 -2.823 -0.008 0.140 -0.052
N 0.661 2.448 -0.670 -0.114 -0.202 -0.063
C 1.187 3.449 0.210 -0.109 -0.101 -0.077
C 2.558 3.623 0.270 0.114 0.049 0.067
C 3.054 4.623 1.087 -0.012 0.052 0.054
C 2.182 5.414 1.818 0.041 0.128 0.095
C 0.809 5.223 1.746 0.041 0.043 0.036
C 0.298 4.229 0.933 0.071 0.028 -0.010
N 0.453 1.128 -0.305 -0.224 0.282 -0.332
C 0.752 0.700 1.048 0.134 0.009 0.340
C 2.261 0.455 1.248 -0.117 -0.054 0.041
F 2.878 0.371 0.008 0.047 -0.052 0.118
C -0.812 -1.251 -2.833 -0.095 0.069 0.120
F 0.041 -1.090 -3.839 -0.050 -0.086 0.135
F -1.944 -0.609 -3.137 0.223 -0.151 0.073
F -1.083 -2.547 -2.692 -0.030 0.139 -0.119
H 0.915 -3.651 1.035 -0.112 0.022 0.047
H 2.390 -3.970 0.147 0.073 -0.033 0.057
H 2.275 -2.502 1.089 -0.085 0.031 0.130
H 1.004 -3.214 -1.577 -0.077 -0.091 -0.011
H 1.960 -1.807 -1.154 0.020 0.037 -0.060
H -0.820 -2.214 -0.293 -0.005 -0.113 0.123
H 0.069 3.593 -3.730 -0.092 0.088 -0.064
H -0.215 4.602 -2.304 -0.021 0.044 0.068
H 3.224 3.006 -0.316 -0.038 -0.078 -0.072
H 4.118 4.792 1.147 0.074 0.002 -0.002
H 2.578 6.197 2.449 0.006 0.038 0.036
H 0.139 5.847 2.316 -0.030 0.059 0.051
H -0.768 4.070 0.855 -0.079 -0.059 -0.045
H 0.171 -0.189 1.250 0.003 -0.074 -0.140
H 0.414 1.487 1.719 -0.031 0.057 0.001
H 2.419 -0.479 1.782 0.029 -0.038 -0.040
H 2.720 1.262 1.815 0.066 0.089 -0.119
C -3.904 -6.169 1.859 0.008 0.004 -0.003
C -2.699 -5.650 1.636 -0.008 -0.005 0.017
C -2.535 -4.221 1.291 0.008 -0.066 0.044
O -1.427 -3.752 1.085 -0.170 0.084 -0.119
C -3.752 -3.382 1.207 0.008 -0.003 -0.013
C -4.958 -3.895 1.430 0.016 0.007 -0.004
C -5.131 -5.333 1.775 0.026 0.010 -0.005
O -6.226 -5.799 1.978 -0.024 -0.011 0.004
H -4.054 -7.211 2.110 -0.018 0.000 0.001
H -1.791 -6.237 1.692 0.010 0.013 -0.004
H -3.602 -2.338 0.959 0.008 -0.003 -0.002
H -5.864 -3.306 1.376 -0.014 -0.017 0.005
```
Positions in Å, forces in eV/Å.


Here is a molecular structure, C21H21IrN6S from OMol25. Energies are from wB97M-V/def2-TZVPD.

2S+1: 5
net charge: +2
DFT total energy: -44709.62149 eV
frontier orbital gap (alpha / beta): 6.663 / 5.794 eV

Geometry as XYZ:
```
50
Properties=species:S:1:pos:R:3:forces:R:3
Ir -0.639 1.031 -0.172 -0.151 0.149 0.183
C -2.284 -2.736 -2.260 0.827 -0.029 -0.588
N -1.148 -2.723 -1.292 0.000 -1.836 -0.108
C -0.416 -3.862 -0.921 -1.810 -0.139 -0.592
C 1.253 -3.668 -0.714 1.308 0.754 0.920
N 0.859 -1.426 0.869 -0.968 1.483 -1.602
C -0.963 -1.683 -0.366 -0.420 -0.827 0.100
S -2.291 -0.490 -0.338 -0.509 -0.850 0.794
C 1.053 -0.356 1.759 -0.568 1.096 0.056
C 1.477 -0.559 3.069 0.537 -0.697 0.099
C 1.671 0.512 3.940 -0.806 1.682 -0.219
C 1.383 1.826 3.435 0.260 -2.599 -1.134
C 0.981 1.905 2.110 0.430 1.336 0.568
N 0.784 0.887 1.267 1.287 -1.274 2.774
H -2.021 -3.406 -3.114 -0.207 0.680 0.662
H -2.354 -1.686 -2.547 -0.199 -0.352 -0.590
H -3.274 -3.020 -1.856 0.733 -0.106 0.308
H -0.748 -4.831 -1.294 0.314 0.309 -0.271
H 1.808 -4.588 -0.645 0.094 -0.232 -0.697
H 1.690 -1.606 3.323 0.011 0.632 0.241
H 1.956 0.437 5.005 -0.021 -0.409 -0.840
H 1.507 2.741 3.947 0.162 0.520 0.798
H 0.847 2.904 1.689 -0.194 -0.251 -0.004
C 1.619 -0.556 -2.751 1.381 0.374 -0.511
C 1.296 -1.321 -1.527 -0.026 0.122 0.765
C 1.908 -2.545 -1.325 0.161 -0.741 -0.549
C 0.227 -3.678 0.375 -0.588 -0.251 0.034
C -0.316 -2.368 0.886 0.628 0.665 1.276
C -1.100 -2.478 2.181 0.610 -1.633 0.722
N 0.368 -0.824 -0.493 1.800 -3.094 -0.793
H 2.577 -1.005 -3.122 -0.625 0.582 0.265
H 1.782 0.522 -2.589 -0.205 -0.396 0.059
H 0.968 -0.683 -3.631 -0.358 -0.084 0.605
H 2.906 -2.744 -1.821 -1.555 0.151 0.278
H 0.315 -4.539 1.046 -0.119 0.407 -0.199
H -1.642 -3.483 2.309 0.740 1.600 -0.389
H -1.768 -1.662 2.223 -1.151 0.767 0.062
H -0.449 -2.336 3.079 -0.290 -0.410 -0.797
N -1.926 6.705 1.733 1.293 -3.122 -4.184
C -1.617 5.998 0.816 -1.453 3.851 4.875
C -1.174 5.078 -0.158 -0.716 -1.586 0.484
C -0.314 5.441 -1.175 0.418 -0.994 -1.052
C 0.038 4.441 -2.126 -0.063 0.085 0.407
C -0.355 3.127 -1.926 -0.833 0.397 0.254
N -1.150 2.795 -0.827 0.143 2.119 -2.070
C -1.618 3.724 0.029 1.189 0.812 -1.612
H 0.086 6.456 -1.240 -0.325 -0.325 -0.080
H 0.613 4.654 -3.025 -0.008 0.197 0.366
H -0.120 2.304 -2.659 -0.365 1.104 1.057
H -2.283 3.375 0.819 0.209 0.364 -0.135
```
Positions in Å, forces in eV/Å.


Here is a single C21H21N3O3 molecule from OMol25. Energies are from wB97M-V/def2-TZVPD.

SMILES: CCOc1ccc(NC(=O)Nc2cccn(Cc3ccccc3)c2=O)cc1
DFT total energy: -32731.65200 eV
energy relative to the best compared isomer or geometry (same formula, charge and spin): 38.0 kcal/mol
frontier orbital gap: 7.713 eV

Geometry as XYZ:
```
48
Properties=species:S:1:pos:R:3:forces:R:3
C 5.972 2.313 -0.628 -0.018 -0.365 0.207
C 6.255 1.261 0.442 0.093 0.397 -0.028
O 5.828 -0.030 0.066 -0.071 -0.219 -0.069
C 4.497 -0.342 0.104 -0.127 -0.195 -0.068
C 3.485 0.469 0.606 0.342 0.084 0.015
C 2.176 0.022 0.606 -0.113 -0.276 -0.085
C 1.846 -1.235 0.110 0.389 0.015 -0.078
C 2.859 -2.048 -0.393 -0.055 -0.073 -0.016
C 4.163 -1.602 -0.393 0.150 0.346 0.108
H 4.956 -2.225 -0.776 0.091 -0.082 -0.051
H 2.616 -3.025 -0.777 -0.003 -0.032 -0.008
N 0.498 -1.596 0.133 -0.316 0.304 0.169
C -0.054 -2.758 -0.253 -0.214 0.150 -0.040
O 0.517 -3.743 -0.678 0.292 -0.204 -0.091
N -1.457 -2.844 -0.155 -0.101 -0.563 0.135
C -2.530 -1.970 -0.068 -0.536 0.120 -0.337
C -3.726 -2.375 -0.615 0.462 0.270 0.220
C -4.874 -1.572 -0.554 -0.133 0.354 0.160
C -4.794 -0.362 0.057 -0.452 -0.448 -0.290
N -3.634 0.049 0.622 -0.008 -0.243 -0.024
C -2.474 -0.697 0.628 -0.005 -0.132 0.043
O -1.496 -0.240 1.230 0.101 0.009 0.190
C -3.541 1.358 1.252 0.267 0.363 0.204
C -2.681 2.276 0.416 -0.018 0.083 0.014
C -1.504 2.807 0.924 -0.108 0.025 -0.015
C -0.708 3.618 0.134 0.046 0.067 0.040
C -1.080 3.902 -1.169 0.045 0.035 -0.047
C -2.253 3.372 -1.681 -0.034 0.011 -0.107
C -3.048 2.561 -0.892 0.008 0.011 0.117
H -3.959 2.142 -1.299 -0.092 -0.045 -0.058
H -2.546 3.588 -2.698 -0.018 0.022 -0.080
H -0.456 4.531 -1.786 0.054 0.046 -0.048
H 0.209 4.023 0.534 0.082 0.033 0.034
H -1.206 2.573 1.934 0.038 -0.072 0.109
H -3.089 1.232 2.240 -0.152 0.042 -0.115
H -4.550 1.762 1.360 0.061 -0.146 -0.011
H -5.635 0.310 0.135 0.004 0.066 0.028
H -5.799 -1.907 -0.991 -0.116 0.037 -0.017
H -3.783 -3.335 -1.108 0.054 -0.098 -0.065
H -1.734 -3.750 -0.518 0.225 0.203 0.125
H -0.126 -0.928 0.604 0.004 -0.251 -0.125
H 1.394 0.657 0.996 -0.086 0.089 0.039
H 3.695 1.448 1.006 0.055 0.082 0.010
H 5.813 1.554 1.402 0.071 -0.071 -0.049
H 7.336 1.159 0.580 -0.162 0.045 0.065
H 6.370 3.274 -0.314 0.029 0.130 0.015
H 6.444 2.021 -1.563 0.046 0.009 -0.086
H 4.903 2.410 -0.802 -0.070 0.068 -0.038
```
Positions in Å, forces in eV/Å.


DFT total energy of number 5 (C21H21N3O3)? -32731.65200 eV


Among the records above, which one has the lowest DFT total energy? C21H20N3O3PdS2SeTe


Among the records above, which one has the lowest DFT total energy? C21H20N3O3PdS2SeTe